40
Properties=species:S:1:pos:R:3:forces:R:3 method="wB97M-V/def2-TZVPD" max_force_ha_per_bohr=0.1234 multiplicity=2 charge=+1 s2=0.77 homo_lumo_gap_ev="10.7 / 6.8"
Cu 0.45158 0.02793 1.08934 -0.97 -1.05 -0.64
C 1.64372 -0.81991 -1.55271 0.19 0.28 1.71
O 2.09028 0.40913 -1.05614 -1.70 1.06 2.56
O 1.47256 -1.62458 -0.39508 -0.89 1.88 -1.39
C 0.38085 -0.63748 -2.46954 -0.73 -0.19 0.02
F -0.39293 -1.69529 -2.63243 0.01 -1.47 0.58
F -0.49755 0.32304 -2.06941 0.96 0.21 0.29
F 0.77794 -0.36422 -3.69303 0.78 1.07 -0.90
C 2.45009 1.46260 -1.89243 1.39 0.08 -2.70
C 3.04011 2.66782 -1.18578 -0.58 -1.15 0.62
H 2.20307 3.25433 -0.80699 0.40 0.37 0.13
H 3.61854 2.24836 -0.36264 0.09 0.38 0.21
H 3.72209 3.22389 -1.82905 -0.35 0.04 -0.04
H 1.71978 1.74921 -2.64913 -0.83 0.09 0.49
H 3.20456 1.03989 -2.55590 0.64 -0.04 -0.13
H 2.50001 -1.04565 -2.18824 -0.21 -1.61 -0.40
C -0.04040 -2.22814 3.69251 0.76 0.99 0.02
O 0.09404 -1.41114 2.83282 1.16 4.10 -3.42
N -0.65624 -3.31173 3.47907 -2.90 -5.64 -0.35
N 0.44254 -2.13581 4.89931 1.57 1.24 3.26
H -0.59305 -3.97570 4.23753 -0.43 -0.40 -0.63
H -0.97813 -3.63437 2.57774 0.14 0.40 0.20
H 0.90914 -1.27459 5.14566 -0.16 -0.26 0.15
H 0.13190 -2.75350 5.63556 0.24 0.36 -0.07
C -0.82681 2.83512 0.02531 -0.36 -1.96 1.11
O -0.55767 2.07904 0.99924 1.07 0.22 -0.71
N -1.70722 2.56604 -0.88993 -2.55 -2.13 -1.95
N -0.35134 4.02116 -0.22243 2.48 2.40 1.92
H -1.96853 1.60204 -1.03999 -0.43 0.33 0.06
H -2.11548 3.33513 -1.40172 -0.07 -0.65 -0.12
H 0.23320 4.31678 0.54635 0.29 0.94 -0.61
H -0.38121 4.42624 -1.14716 0.27 0.11 0.57
C -2.33958 -1.43328 -0.00510 2.02 0.70 -0.01
O -1.88644 -0.50413 0.68259 0.01 0.12 -0.17
N -1.65179 -2.49433 -0.35370 2.51 -2.93 0.09
N -3.48120 -1.47668 -0.63883 -3.71 1.69 -0.12
H -2.08268 -3.17156 -0.96672 0.37 0.16 0.12
H -0.64208 -2.48522 -0.37595 0.03 0.06 0.33
H -4.16685 -0.80767 -0.31882 -0.31 -0.28 -0.33
H -3.76880 -2.30263 -1.14401 -0.18 0.47 0.23



10
Properties=species:S:1:pos:R:3:forces:R:3 method="wB97M-V/def2-TZVPD" max_force_ha_per_bohr=0.0522 e_above_lowest_kcal_mol=0.00 charge=0 homo_lumo_gap_ev=9.5
C -2.63162 -2.27488 0.28541 1.89 -1.12 1.21
O -0.12881 1.39159 0.20505 1.20 -0.05 0.59
O -2.58241 -3.06405 1.13397 -1.02 0.61 -0.66
O -2.40316 -1.49403 -0.55106 -1.99 -1.15 0.51
Tl -1.11609 0.23691 -1.43951 -0.45 1.31 -2.27
P 1.36168 1.13280 0.13068 2.12 1.13 1.20
F 1.82825 2.13332 1.35895 -0.61 -0.85 -0.98
F 2.10812 -0.05889 0.89408 -0.81 0.79 -0.72
F 1.22632 0.03534 -1.18719 0.62 0.07 0.49
F 2.33772 1.96189 -0.83038 -0.94 -0.75 0.62



145
Properties=species:S:1:pos:R:3:forces:R:3 method="wB97M-V/def2-TZVPD" max_force_ha_per_bohr=0.0692 e_above_lowest_kcal_mol=133.98 charge=0 homo_lumo_gap_ev=8.6
C 10.05409 17.89704 10.47219 -0.95 0.91 -1.40
O 9.31221 18.84130 11.26890 1.10 -1.41 0.70
H 10.08213 16.85576 10.79320 -0.31 0.31 0.87
H 9.53238 17.86651 9.51564 0.03 -0.35 -0.38
H 11.05416 18.22207 10.18528 0.33 0.22 0.50
H 8.96563 19.53918 10.70816 0.00 0.10 0.01
C 10.79705 17.49624 6.31269 0.08 0.15 0.95
O 10.00994 18.59728 6.77154 -0.85 -0.30 -1.08
H 11.74565 17.83978 5.90010 0.10 -0.06 0.09
H 10.93941 16.95157 7.24605 0.62 -0.82 -0.45
H 10.30192 16.88516 5.55802 -0.37 0.23 0.17
H 10.61489 19.14919 7.27257 0.52 0.94 0.44
C 12.46241 15.75920 14.58401 1.04 -0.60 -0.67
O 11.48417 15.31849 15.52645 0.00 0.85 -0.24
H 12.64244 16.81722 14.39356 -1.03 0.35 0.97
H 13.45037 15.42433 14.90010 0.10 -0.31 -0.03
H 12.26193 15.37199 13.58503 -0.10 -0.37 -0.05
H 11.47141 14.35955 15.48318 0.03 -0.03 0.04
C 10.76714 22.14455 11.69972 0.31 0.34 -0.80
O 11.51818 22.15661 10.45329 -0.09 -0.50 1.92
H 10.34335 23.12181 11.93093 0.25 0.41 -0.06
H 9.89153 21.49687 11.65584 0.29 -0.50 0.02
H 11.45245 21.88133 12.50543 -0.22 -0.12 -0.18
H 10.95470 22.56528 9.79217 -0.27 0.32 -0.45
C 9.25944 17.58119 14.12405 -0.88 -1.31 0.47
O 9.04925 16.75754 15.29238 0.09 0.52 -0.24
H 9.39454 16.94712 13.24780 0.23 -0.05 -0.18
H 8.26846 18.01695 13.99685 0.43 0.78 -0.23
H 10.10382 18.26469 14.21321 -0.40 0.19 0.18
H 9.78647 16.15131 15.39536 0.43 -0.07 0.05
C 6.61299 16.64539 7.38430 0.85 1.09 0.07
O 6.72006 15.57614 6.47729 -0.50 -0.59 0.00
H 6.13025 16.42028 8.33529 -0.31 -0.61 -0.35
H 7.62111 16.97307 7.63809 0.23 0.26 0.18
H 6.12222 17.50384 6.92571 -0.28 0.05 0.10
H 6.87763 15.94644 5.60571 0.04 -0.07 -0.01
C 12.70019 15.45216 10.74569 0.03 0.35 0.33
O 13.14753 16.06794 9.54464 -0.15 -0.11 -0.16
H 12.12531 14.54511 10.55895 0.26 -0.18 -0.04
H 13.58582 15.27388 11.35559 -0.24 -0.29 0.38
H 12.02159 16.13141 11.26166 0.24 0.12 -0.06
H 13.80354 15.46379 9.18931 0.06 0.04 -0.35
C 14.65130 19.29552 8.35541 1.54 -0.63 0.20
O 13.61753 18.40080 8.05383 -0.51 0.41 -0.38
H 14.38877 20.31426 8.64062 -0.53 -0.02 0.03
H 15.25981 18.87846 9.15783 0.08 0.19 0.30
H 15.34194 19.34648 7.51368 -0.08 0.20 -0.27
H 13.56864 17.72945 8.73830 -0.28 -0.22 0.23
C 7.43542 19.96180 5.00960 1.40 0.37 0.22
O 8.83773 20.17999 4.87082 -0.23 0.37 -0.83
H 7.00630 20.47628 4.14979 -0.46 -0.17 0.31
H 7.20123 18.89739 5.02646 -0.21 -0.09 -0.19
H 7.16642 20.39942 5.97097 -0.77 0.10 -0.09
H 9.31121 19.67327 5.53464 0.21 -0.57 0.54
C 12.26850 19.40382 13.18988 0.48 0.50 0.41
O 13.33774 19.10693 14.06506 1.03 -0.97 0.29
H 12.61504 19.92356 12.29664 -0.16 0.13 -0.06
H 11.81514 18.46382 12.87529 -0.22 0.18 0.17
H 11.63220 20.03052 13.81475 -0.82 -0.04 -0.76
H 14.02810 19.77388 14.05118 -0.22 0.11 -0.17
C 7.01826 21.61346 13.01343 0.93 -2.44 -0.37
C 6.92380 22.31091 11.69526 -0.32 2.32 -0.78
C 6.68708 21.60365 10.30050 -0.06 -0.60 3.51
O 7.81809 20.73515 10.08761 -1.36 1.20 -1.05
C 7.67424 20.07661 8.83431 -0.07 -1.25 0.16
N 5.86139 23.30378 11.93443 -0.65 -0.06 -1.11
H 6.22592 20.89054 13.20755 -0.56 0.39 -0.09
H 7.10908 22.29172 13.86185 0.04 0.07 -0.23
H 7.87848 20.94512 12.97537 0.45 0.11 0.35
H 7.82037 22.91026 11.53699 0.72 -0.37 0.13
H 6.43183 22.31276 9.51303 0.70 0.14 -0.17
H 5.77669 21.03493 10.48983 -0.13 -0.55 -0.43
H 7.78186 19.00204 8.98205 0.55 -0.18 0.21
H 8.44016 20.37993 8.12054 -0.29 0.26 -0.12
H 6.64472 20.07500 8.47628 0.01 0.83 -0.33
H 6.04524 23.81584 12.78537 0.04 -0.01 0.03
H 5.88068 23.96893 11.17463 -0.27 0.35 -0.04
C 9.81015 14.29813 8.60583 -0.84 -0.43 1.26
C 8.58959 13.58597 9.29645 0.57 -0.49 -1.64
C 8.02372 14.36880 10.43756 -0.54 -0.65 0.39
O 8.96667 14.53174 11.46426 1.01 0.55 0.33
C 9.42591 13.36120 12.10786 -0.02 0.67 1.06
N 7.51587 13.23405 8.36811 -0.25 0.49 -0.05
H 10.42875 14.66994 9.42265 0.26 0.15 -0.20
H 9.44359 15.15715 8.04386 -0.03 0.00 -0.11
H 10.41278 13.64838 7.97119 -0.27 0.00 -0.03
H 8.83411 12.63217 9.76397 0.73 -0.11 -0.17
H 7.20431 13.76618 10.82935 -0.43 0.02 0.02
H 7.61385 15.34059 10.16236 0.29 0.20 0.02
H 8.59217 12.81386 12.54762 -0.16 -0.47 -0.40
H 9.99670 13.68843 12.97689 -0.01 0.40 0.11
H 10.15028 12.73028 11.59276 -0.38 -0.14 -0.72
H 7.82946 12.62251 7.62799 0.32 -0.38 0.17
H 7.27515 14.06603 7.84853 -0.36 0.26 -0.11
C 11.94467 21.70953 5.57350 0.32 0.50 0.51
C 11.64827 21.97568 7.06913 0.81 -0.40 -1.04
C 10.30843 22.65083 7.17376 0.50 0.58 0.40
O 10.17033 23.20390 8.50267 0.42 -0.88 0.10
C 8.97091 23.86520 8.76125 -1.02 0.59 -1.78
N 11.73811 20.72751 7.80480 -0.89 -0.32 -0.03
H 12.95067 21.30865 5.44954 -0.06 -0.43 0.15
H 12.00616 22.65690 5.03796 -0.38 0.07 -0.12
H 11.20049 21.05357 5.12181 0.06 0.06 -0.02
H 12.43038 22.62346 7.46509 -0.07 0.65 -0.14
H 9.52514 21.95415 6.87512 -0.35 -0.07 0.39
H 10.31810 23.46104 6.44467 -0.21 0.28 0.02
H 8.59195 23.95099 9.77964 0.82 -0.52 0.25
H 8.21262 23.36626 8.15778 -0.51 0.01 0.16
H 9.05132 24.87190 8.35115 -0.12 0.34 0.08
H 12.66122 20.33301 7.69372 -0.15 -0.12 0.00
H 11.61797 20.95258 8.78205 0.14 -0.28 0.46
C 4.91067 14.80289 13.45836 -0.40 -0.87 -0.92
C 5.80735 15.93293 13.84465 0.33 1.09 -1.49
C 5.17793 17.38019 13.49816 -0.38 -1.46 -0.56
O 4.82537 17.53103 12.06192 1.38 0.05 0.96
C 5.97525 17.91526 11.23148 -1.18 -0.54 1.17
N 6.20301 15.74250 15.20056 0.37 0.83 1.75
H 5.36207 13.84737 13.72546 0.22 -0.03 0.36
H 4.84286 14.71165 12.37430 -0.43 0.34 -0.09
H 3.91831 14.80026 13.90925 -0.02 0.32 -0.01
H 6.68523 15.86429 13.20223 0.30 -0.03 -0.44
H 5.77911 18.22788 13.82697 0.45 -0.13 -0.08
H 4.24939 17.43711 14.06621 -0.23 0.09 -0.27
H 6.32992 18.90585 11.51614 0.20 -0.01 0.10
H 5.63669 17.95027 10.19598 -0.15 -0.10 0.07
H 6.76221 17.16972 11.34531 0.22 0.16 -0.08
H 6.59700 14.83163 15.38814 -0.67 -0.68 -0.47
H 7.04591 16.25436 15.41881 0.03 0.93 -0.03
C 12.56225 12.12291 8.85999 1.24 -1.02 0.72
C 12.65733 10.59260 8.74821 0.46 0.24 -0.64
C 13.00001 9.85675 10.05434 0.82 1.75 -0.27
O 14.39438 10.08663 10.35609 -0.93 -0.65 -0.11
C 14.87896 9.31316 11.44339 0.38 0.49 -0.04
N 11.36683 10.17353 8.25428 -0.54 -0.55 0.52
H 12.66564 12.54674 7.86110 -0.40 0.23 0.22
H 13.40497 12.42621 9.48123 0.15 0.39 -0.06
H 11.65413 12.39211 9.39938 -0.13 0.15 -0.33
H 13.37727 10.34162 7.96925 0.37 -0.02 0.19
H 12.64794 8.82612 10.01034 0.61 -0.36 -0.06
H 12.41014 10.36543 10.81684 -0.25 -0.09 0.51
H 14.10468 9.13657 12.18998 -0.10 -0.33 -0.07
H 15.66739 9.86997 11.94979 -0.02 0.28 -0.09
H 15.37080 8.40865 11.08554 -0.41 -0.36 0.04
H 11.39205 9.17088 8.13534 -0.02 -0.40 -0.48
H 10.83258 10.24725 9.10824 -1.16 0.22 0.00



14
Properties=species:S:1:pos:R:3:forces:R:3 method="wB97M-V/def2-TZVPD" max_force_ha_per_bohr=0.0488 smiles="CC(=S)/C=C(/C)F" e_above_lowest_kcal_mol=13.70 charge=0 homo_lumo_gap_ev=8.1
C 0.41051 2.43878 0.66227 -0.58 -0.05 1.41
C 0.09049 1.31921 -0.24377 0.20 -0.66 -1.25
C 0.06780 0.01207 0.05170 -0.39 -0.94 0.10
C -0.40973 -1.16485 -0.76183 1.46 -0.37 2.01
C -0.29323 -2.54702 -0.03128 -0.15 1.27 -0.57
H 0.66831 2.04818 1.69127 -0.18 0.47 -1.22
H 1.20982 3.04123 0.25999 0.35 0.17 -0.06
H -0.47744 3.10263 0.77456 0.51 -0.44 -0.13
H 0.43787 -0.24543 1.05006 -0.41 0.18 -0.22
H 0.76063 -2.75427 0.14933 0.13 0.16 0.30
H -0.63000 -3.33074 -0.71891 -0.29 0.26 0.43
H -0.84134 -2.49407 0.92285 0.19 -0.32 -0.33
F -0.12216 1.71909 -1.52927 -0.20 -0.02 1.03
S -0.87154 -1.14483 -2.27697 -0.62 0.29 -1.50